C38H68Cl2N6O15PS | wB97M-V/def2-TZVPD

Geometry as XYZ:
```
131
Properties=species:S:1:pos:R:3:forces:R:3
P 1.759 -1.332 -1.544 -0.6832 -0.8968 -0.3177
Cl 2.310 7.771 -6.829 0.0246 -0.0484 -0.0337
C -2.304 -0.818 14.316 -0.0373 -0.1655 0.0769
C -0.131 -3.792 -6.011 -0.0873 0.3262 0.1346
H 5.084 -0.702 -7.576 0.1698 -0.1734 0.2273
H 2.243 3.049 -5.918 -0.2046 -0.0296 -0.0498
H 2.282 -0.557 -7.395 -0.0682 -0.0943 0.0316
N -0.492 -1.515 5.713 0.0516 -0.0560 0.0194
H 0.321 4.772 -6.207 -0.1298 0.1803 0.3063
O -1.030 0.564 -4.500 0.2019 0.1045 0.2186
H -1.721 -1.530 7.409 -0.0016 0.0412 0.0240
C 4.140 0.949 -6.551 0.2182 -0.2407 -0.4839
O -0.979 1.585 -1.569 0.4417 0.0139 -1.0180
C -1.562 -0.691 -1.762 -0.4283 -0.4656 -0.5041
H -0.453 0.449 2.031 -0.0579 -0.1759 -0.2441
C -0.651 -2.213 -7.759 -0.0831 -0.2373 -0.2998
C 4.199 -0.520 -6.971 -0.6535 0.0860 -0.2527
O 1.263 -2.889 9.335 -0.0071 -0.0780 -0.0167
H 2.255 -5.349 10.048 0.0408 -0.0168 0.0206
H 2.527 4.010 -3.219 -0.0903 -0.2039 0.2659
C -2.665 2.846 0.866 0.1525 -0.5232 -0.4851
C 4.692 0.663 -4.273 0.4028 -0.2611 -0.0598
H 0.180 -2.946 -4.073 -0.0479 0.0511 0.0681
H -0.728 -6.115 11.190 -0.0455 -0.0119 0.0502
H -5.549 1.879 -9.183 0.0213 0.0017 -0.0106
H -0.967 -0.928 3.819 0.0391 -0.0713 0.0204
N -0.243 2.461 0.484 0.5945 -2.5191 -0.2565
H 5.329 1.103 -3.503 -0.0834 0.2206 -0.0105
H -0.866 -2.049 -8.806 0.0099 0.2233 -0.0052
H 4.150 -1.202 -6.119 0.2955 0.0210 0.0953
H -2.586 -2.869 15.780 0.0104 0.0337 -0.0041
C -0.074 -2.744 -5.105 0.2514 -0.1581 -0.1384
C -0.312 -1.441 -5.534 0.4887 -0.0500 0.1997
C -0.635 -5.062 11.464 0.2101 -0.0518 -0.0609
C 1.371 2.179 -1.177 -0.2260 -0.3436 1.2389
H 1.570 1.474 -0.369 0.0536 -0.4886 -0.4175
C -0.423 -3.516 -7.341 0.1642 -0.1908 0.2342
C -1.391 0.997 2.026 0.6568 0.9592 0.9380
H -0.699 -3.098 9.847 -0.0052 -0.0248 0.0046
H -0.439 -4.331 -8.052 -0.0754 0.0351 -0.0904
H -0.045 -2.077 7.675 0.0770 0.0785 -0.0311
H -0.494 -4.989 12.544 -0.0754 -0.0308 0.0164
H -3.318 2.618 1.705 -0.0989 0.0273 -0.0201
O 2.233 3.250 -0.974 -0.0448 0.1155 -0.5368
C 1.375 5.005 -6.080 0.8063 -0.3326 -0.8613
N -2.736 -2.118 13.841 0.0662 0.0775 0.0570
H -3.000 -0.440 15.067 0.0256 0.0623 -0.0022
C 1.714 3.723 -3.875 0.1253 0.1870 -0.6767
H -3.073 1.594 -5.986 0.0135 -0.0369 0.0428
C 2.197 3.964 -5.331 0.1574 0.2697 0.5033
H 0.452 -2.514 4.141 -0.0284 0.0083 -0.0039
C -0.240 -0.337 -4.558 -0.7534 0.2194 -0.5015
C -0.121 2.542 -0.977 -0.7311 2.1574 0.8373
H 3.342 -2.894 -2.231 -0.0334 -0.0426 0.0228
H 4.009 -1.312 -2.547 0.0141 0.0630 -0.1855
O 0.841 -0.447 -3.716 -0.4929 -0.0095 0.0955
H -2.267 -0.115 13.487 -0.0068 -0.0103 -0.0223
H -5.887 2.336 -7.506 -0.0497 0.0073 -0.0374
S 1.547 6.630 -5.336 -0.7660 -0.0875 0.7430
C -0.674 -1.363 7.151 -0.1347 0.0254 -0.0940
C 3.093 1.351 -2.686 1.4186 -0.1758 -0.4325
H -2.204 -4.038 14.496 -0.0112 -0.0275 0.0406
O 2.596 -0.763 -0.249 -0.1068 0.4012 -0.2104
C -0.407 0.283 -1.585 -0.4421 0.5826 0.8777
H -0.771 -0.142 -7.199 -0.1252 0.0631 -0.0046
H -2.397 -0.249 -1.209 0.0291 0.1524 0.0071
H -1.019 4.482 -0.693 0.0414 0.0048 0.0702
H -0.097 0.124 -0.541 0.3345 -0.2293 -0.0968
O 4.984 1.304 -5.462 -0.3093 0.2022 0.0790
H -1.311 -0.890 14.762 0.0078 0.0665 0.0019
H 1.803 5.103 -7.078 -0.1317 0.0461 -0.0690
O 2.524 6.575 -4.293 0.2032 0.0204 -0.2426
H -1.223 3.866 -2.303 0.1628 -0.0238 -0.1710
H 1.434 -2.329 5.609 0.0191 -0.0571 -0.0181
O -1.905 1.307 -8.466 -0.0005 -0.0252 0.1198
H 3.573 0.762 -1.903 -0.5692 -0.1407 0.2947
H -4.656 0.793 -5.875 -0.0261 0.0076 -0.0235
C -1.180 -0.721 4.882 -0.0625 -0.0552 -0.0614
H 2.161 3.482 -0.038 0.0298 0.0086 0.0360
H 2.487 -4.232 11.394 0.0382 -0.0290 0.0023
C -0.508 3.943 -1.484 -0.4318 -0.0907 -0.1452
H 3.093 1.208 -6.373 -0.0015 0.0000 0.3124
H -6.053 0.645 -8.016 -0.0489 0.0235 -0.0318
H -2.485 3.915 0.816 -0.1139 0.0465 -0.0621
H -3.447 1.823 -9.683 -0.0001 0.0029 0.0019
H -3.144 2.512 -0.057 -0.1115 0.1234 -0.0222
H -1.552 -4.544 11.196 -0.0187 0.0001 0.0292
O 0.236 7.117 -5.039 0.0996 0.1028 -0.1862
C 1.831 -5.004 10.991 -0.0262 0.1162 -0.0847
O 3.313 0.777 -3.947 -0.2552 -0.0276 0.3192
C -3.745 0.880 -6.462 0.0862 0.0501 -0.1050
O -0.922 -2.170 0.004 -0.1730 0.0752 -0.1144
H 2.756 -2.030 -3.643 0.0238 0.1715 -0.0813
C 0.429 -2.524 5.230 -0.0425 0.0745 0.1412
C 3.101 -1.904 -2.622 0.3036 0.0768 0.4213
H -0.404 -0.351 7.453 -0.0074 -0.0114 0.0603
O 3.103 -0.802 -7.835 0.1495 0.1183 -0.1137
H -3.241 -0.086 -6.494 -0.0065 -0.0120 0.0546
H -1.937 -0.821 -2.771 0.2244 0.0808 -0.0952
N -4.080 1.319 -7.807 -0.0881 -0.0057 -0.0017
H 0.928 4.453 -3.706 -0.0432 -0.0421 0.3040
H 4.939 -0.401 -4.322 -0.1709 -0.0636 -0.0821
C -3.091 1.490 -8.696 0.0287 0.0559 -0.1343
H -3.882 -3.589 14.799 0.0089 -0.0336 0.0319
C -1.346 2.128 1.050 -0.1650 0.7158 0.0926
H 3.575 2.326 -2.657 -0.3906 0.2224 0.1405
H -2.256 0.366 1.824 0.0012 -0.0531 -0.0610
C 0.876 0.141 -2.447 1.1776 -0.5724 0.8045
C -5.470 1.558 -8.147 0.0815 -0.0554 0.1412
H 2.062 -0.912 0.542 0.1483 -0.0407 0.1306
C -0.605 -1.157 -6.865 0.0383 -0.1343 0.1056
H 0.063 -4.794 -5.657 -0.0395 -0.0993 -0.1416
H 1.776 -5.835 11.690 -0.0366 -0.0043 0.0077
C 0.350 -3.431 9.941 -0.0005 0.0701 -0.0069
H 1.285 1.760 -4.574 0.3281 -0.3700 0.2537
C 1.121 2.322 -3.663 -0.4325 0.7128 -0.6612
H -2.912 -1.455 11.912 0.0030 0.0078 0.0161
N 0.497 -4.468 10.776 -0.0691 -0.0512 0.0670
O -3.398 -3.421 12.106 0.0515 0.0156 -0.0003
C -3.032 -2.347 12.550 -0.0660 0.0233 -0.0719
H -1.511 1.393 3.042 -0.3043 -0.1636 0.0461
C -2.858 -3.216 14.786 -0.0474 -0.0051 -0.1343
N 1.632 1.498 -2.487 -0.3573 0.7747 -0.9972
H 0.116 -3.513 5.565 0.0478 -0.0320 -0.0327
H 0.042 2.389 -3.599 -0.0124 -0.1550 0.4886
H 3.218 4.344 -5.292 0.0788 -0.1081 -0.0606
O -1.969 0.143 5.221 0.0559 0.0593 -0.0289
Cl -2.027 -3.419 -1.948 -0.0663 0.0822 -0.1814
H 4.470 1.558 -7.390 0.0401 0.0995 0.0431
H 0.343 4.548 -1.773 0.0844 -0.0422 -0.0343
C -1.390 -2.029 -1.081 0.4125 0.0093 0.6991
```
Forces are in eV/Å.

Properties
* LUMO energy: -0.0766 Eh
* highest occupied orbital energy: -10.53 eV
* Kohn-Sham gap: 8.45 eV
* maximum force: 2.60 eV/Å
* total charge: +1

=====

C4H6N3S | wB97M-V/def2-TZVPD

Geometry as XYZ:
```
14
Properties=species:S:1:pos:R:3:forces:R:3
C -0.303 -1.497 0.783 -0.4202 0.3352 -0.3108
C 1.644 2.022 -0.840 1.5507 1.2345 0.7110
N -2.264 -1.418 1.904 -0.4926 -0.2315 0.6291
H 2.603 1.879 -1.345 -0.0577 0.0858 0.1167
N 0.712 1.224 -1.457 -2.4124 -2.1622 -0.7894
S -2.496 -0.474 0.637 0.6331 -0.3337 0.1241
H -0.778 -0.079 -2.337 -0.3854 -0.3151 -0.3193
H -0.735 -2.585 2.675 0.1104 -0.1573 0.1615
C -0.120 0.466 -1.716 1.3379 1.2021 0.2160
H 0.705 -1.770 0.535 0.2296 -0.0540 -0.0485
H 1.341 3.062 -0.956 0.0514 -0.0051 0.0255
H 1.739 1.779 0.220 -0.0891 -0.0414 -0.1073
C -1.049 -1.924 1.891 -0.4170 0.1391 0.0612
N -0.999 -0.685 0.006 0.3613 0.3035 -0.4696
```
Forces are in eV/Å.

Properties
* LUMO energy: -0.1425 Eh
* highest occupied orbital energy: -13.98 eV
* ΔE to the lowest compared entry with this formula, charge and spin: 67.1 kcal/mol
* Kohn-Sham gap: 10.10 eV
* maximum force: 3.33 eV/Å
* total charge: +1

=====

C4H8N2 | wB97M-V/def2-TZVPD

Geometry as XYZ:
```
14
Properties=species:S:1:pos:R:3:forces:R:3
C 0.214 -0.546 -0.510 -1.4330 0.2493 0.3239
H 0.698 -2.168 -1.087 0.0012 -1.0047 -0.5948
N 0.113 0.881 -0.652 1.8300 -1.3123 -1.8308
C -1.466 -0.110 1.354 -0.0118 -2.7444 -0.2748
H -0.609 -2.179 1.040 -0.0241 2.8508 -0.3561
H 0.798 2.670 0.076 -0.3292 1.3878 -0.3568
H -1.659 0.870 0.928 0.2487 -0.1374 0.3527
N 0.751 -1.240 -1.478 -0.9441 1.2100 2.9173
C 0.864 1.653 0.335 1.7005 -0.8153 1.0537
H -2.093 -0.552 2.148 0.1938 0.8282 -0.3030
C -0.652 -1.019 0.768 1.1369 -0.6072 -1.4412
H 2.024 1.465 0.336 -2.0565 -0.1651 0.2113
H 0.613 0.985 -1.579 -0.9561 0.3680 1.1999
H 0.429 1.550 1.360 0.6437 -0.1077 -0.9012
```
Forces are in eV/Å.

Properties
* LUMO energy: 0.0271 Eh
* structure (SMILES): [H]/N=C(\C=C)NC
* highest occupied orbital energy: -9.42 eV
* ΔE to the lowest compared entry with this formula, charge and spin: 45.1 kcal/mol
* Kohn-Sham gap: 10.16 eV
* maximum force: 3.30 eV/Å

=====

C16H28N4O2S | wB97M-V/def2-TZVPD

Geometry as XYZ:
```
51
Properties=species:S:1:pos:R:3:forces:R:3
H 4.565 0.920 -1.791 0.1979 0.9452 -0.2959
H -2.841 -0.916 2.640 1.0381 1.8381 0.9190
N 1.467 1.261 0.121 -0.0265 -1.8971 -3.1337
H -1.206 1.730 -1.236 -1.3820 2.0237 -0.5489
C 1.322 0.552 -1.079 -5.1487 -3.0963 14.5326
C 2.629 2.001 -2.194 8.5761 -3.0138 -4.0535
S -1.071 -1.615 1.544 2.4188 2.5363 -0.2511
C 0.629 -4.338 -1.481 4.4359 1.2431 -3.9837
H 1.061 0.908 -2.943 0.3743 -0.7596 -0.7571
H 0.195 -1.741 -2.263 -0.2983 1.6876 -7.9245
C -0.010 -4.955 -0.357 -3.6914 -0.8717 0.7105
H 0.029 -4.375 1.609 -0.1733 0.0092 0.8461
H -0.728 2.086 2.462 2.6924 -1.2910 2.0175
H 3.822 1.458 -0.358 0.1971 0.8226 0.3822
H -3.263 3.583 3.183 -1.1570 0.6590 -0.8546
N 0.515 -0.721 -0.618 1.9284 9.6907 3.3333
H -2.730 2.061 3.861 -0.7947 -0.4886 0.6833
C 1.887 0.720 -2.237 2.0840 1.3355 -7.1928
H -1.761 3.558 4.128 -1.6038 -1.3118 -1.4189
O -2.785 0.061 0.217 -3.0800 -1.6662 -4.9156
C -1.999 -0.182 2.340 -0.2269 -3.3878 0.8078
H -2.756 3.780 0.385 -0.4350 0.6271 1.3727
H -0.885 -2.236 -1.105 2.5969 1.1980 -0.0241
C 0.234 -1.765 -1.322 -3.2885 -7.7802 3.7996
H 3.104 2.300 -3.318 -1.7175 -0.8927 2.7417
C 0.763 -4.450 0.819 -8.7778 5.7297 -1.8347
H -3.410 2.218 -0.371 1.5685 1.4694 2.3704
C -2.466 2.754 0.307 -5.9293 2.1691 -12.5509
N -2.126 2.006 1.264 -2.4813 -8.7789 0.6536
H 1.461 -4.956 -1.918 -0.2151 0.5148 0.6917
H -0.567 3.031 -0.430 -0.0760 0.5883 -0.6564
H 2.567 -0.092 -2.483 -0.1425 -0.2814 -0.6310
C -2.529 0.573 1.214 4.1982 5.4172 2.9279
H -1.015 -4.372 -0.427 0.8659 -1.7068 0.9549
H -1.710 3.664 -1.650 -0.2198 -1.2316 0.0950
H 4.584 2.802 -1.468 -0.0090 -1.3455 0.5244
C 0.128 -0.463 0.663 2.6087 0.9803 1.3309
H -1.232 3.516 2.006 1.4213 2.2945 -1.4726
C 1.209 -2.885 -1.131 -1.1840 -4.8838 5.1878
N 0.898 0.710 1.204 -3.5668 -3.5399 -2.9826
H -1.317 0.387 3.017 -1.1867 -1.0163 -0.0655
C -2.442 2.948 3.337 0.7366 1.2978 6.9795
H 0.048 -4.211 -2.362 -1.1855 0.0594 -0.7072
C 4.071 1.811 -1.353 -2.5585 0.3403 -1.4764
H 2.282 -2.811 -1.128 0.2015 0.7293 -1.0555
H 2.058 2.727 -1.918 -3.1303 4.5949 2.0483
C -1.536 2.819 -0.947 3.4840 -1.4177 1.9890
C -1.589 2.602 2.301 2.6120 1.6695 1.0562
H 1.343 -5.100 1.035 8.3233 -7.7968 2.9714
H -0.132 -6.144 -0.335 0.0794 2.7674 -0.3858
O 1.235 -3.219 0.565 1.0470 3.2171 -2.7540
```
Forces are in eV/Å.

Properties
* LUMO energy: 0.0202 Eh
* structure (SMILES): CCCc1nnc(SCC(=O)N(CC)CC)n1C[C@@H]1CCCO1
* highest occupied orbital energy: -8.02 eV
* ΔE to the lowest compared entry with this formula, charge and spin: 321.2 kcal/mol
* Kohn-Sham gap: 8.57 eV
* maximum force: 15.73 eV/Å

=====

C13H31BN5Sr | wB97M-V/def2-TZVPD

Geometry as XYZ:
```
51
Properties=species:S:1:pos:R:3:forces:R:3
H -4.280 -5.198 -0.702 0.0033 0.0039 0.0005
H 1.524 4.764 1.585 0.0105 0.0055 -0.0115
H 2.790 2.887 -1.432 -0.0009 -0.0009 -0.0066
H 3.241 -3.089 0.422 0.0024 0.0071 -0.0034
N -0.486 0.414 2.333 -0.0087 0.0491 0.0381
C 2.205 3.606 -0.851 -0.0290 -0.0209 0.0001
H -2.068 -2.219 3.303 0.0238 -0.0495 -0.0084
C 1.901 -2.637 -1.244 0.1111 0.0073 -0.0595
N -2.113 -3.091 0.106 0.0379 -0.0044 -0.0965
H -2.117 3.791 -0.183 0.0038 -0.0031 -0.0001
C 0.882 3.938 1.274 -0.0207 -0.0223 -0.0318
N 0.988 1.712 0.173 -0.0174 0.0750 -0.0005
H 1.690 -3.959 0.531 0.0813 -0.0329 0.0936
H -0.598 3.293 -2.626 0.0019 -0.0081 0.0151
H 2.609 2.684 1.056 0.0115 0.0094 0.0038
H 0.447 1.397 0.991 -0.0427 0.0090 -0.0287
H -0.744 5.327 -1.449 0.0047 0.0043 0.0006
H -1.664 3.141 1.236 -0.0031 0.0052 -0.0065
C 0.135 5.047 -0.860 -0.0229 -0.0041 -0.0089
C -0.800 -0.388 3.108 0.0252 0.1465 0.0807
H 3.847 -2.312 -2.153 -0.0111 0.0261 0.0559
Sr 0.064 -2.061 1.137 -0.1859 -0.2022 0.0264
H 2.483 -1.984 -3.221 0.0390 -0.0252 -0.0237
H -1.238 -1.615 5.046 -0.0460 0.0275 0.0412
H -4.278 -3.966 -1.984 -0.0088 -0.0030 0.0052
C 1.643 -1.215 -0.706 0.0354 0.0464 0.0734
C 2.853 -2.656 -2.445 -0.1163 -0.0002 -0.0501
H 0.811 2.578 -3.015 -0.0003 0.0022 -0.0060
H 1.457 4.751 -2.496 0.0163 0.0010 -0.0057
C -0.312 4.497 0.497 0.0270 -0.0314 -0.0030
H 1.595 0.931 -0.096 -0.0491 -0.0320 -0.0373
H -0.102 -2.422 3.638 0.0909 -0.0643 0.0243
N -1.317 3.438 0.329 0.0304 -0.0188 0.0164
C -3.063 -3.546 -0.344 0.0897 0.0168 0.0747
H 2.640 -0.800 -0.471 -0.0096 0.0477 -0.0275
C -4.265 -4.129 -0.907 -0.0920 -0.0271 -0.0307
H 0.947 -3.067 -1.594 0.0077 -0.0002 -0.0165
H -5.139 -3.662 -0.456 0.0014 -0.0033 -0.0069
H -0.711 5.342 1.069 0.0102 0.0044 0.0198
H 0.539 3.450 2.191 -0.0142 -0.0014 -0.0052
C 1.744 2.976 0.461 0.0262 0.0242 -0.0122
H 2.878 4.430 -0.607 -0.0064 0.0082 0.0092
H 0.682 5.976 -0.679 0.0067 -0.0008 0.0020
H 1.257 -0.623 -1.551 0.0176 0.0465 0.0235
H 2.956 -3.656 -2.875 -0.0087 0.0050 -0.0048
B -1.104 -1.746 3.870 0.0186 0.0215 -0.1483
H 2.880 -4.478 -0.607 0.0076 -0.0229 0.0529
N 0.291 2.990 -2.248 0.0368 -0.0191 0.0186
C 1.039 4.136 -1.693 -0.0033 -0.0149 0.0383
H 0.335 1.902 -0.612 0.0178 0.0429 -0.0007
C 2.458 -3.576 -0.163 -0.0998 -0.0299 -0.0734
```
Forces are in eV/Å.

Properties
* LUMO energy: -0.0849 Eh
* highest occupied orbital energy: -10.18 eV
* ΔE to the lowest compared entry with this formula, charge and spin: 0.0 kcal/mol
* Kohn-Sham gap: 7.87 eV
* maximum force: 0.28 eV/Å
* total charge: +1

=====

C5H2O | wB97M-V/def2-TZVPD

Geometry as XYZ:
```
8
Properties=species:S:1:pos:R:3:forces:R:3
O -1.554 -0.556 -1.010 -0.3073 0.3637 0.5203
H -2.833 0.427 0.224 -0.8576 -0.1367 -0.3736
H 2.860 -0.869 -1.023 0.3236 -0.4517 -0.6852
C 0.377 0.499 0.851 -0.3868 0.7346 1.1158
C -0.826 0.603 0.871 0.6660 -0.2032 -0.1614
C -1.833 0.120 -0.044 -0.6609 -0.1059 -0.2497
C 2.155 -0.419 -0.393 1.4033 0.3824 0.7877
C 1.653 0.194 0.524 -0.1802 -0.5832 -0.9539
```
Forces are in eV/Å.

Properties
* LUMO energy: -0.0121 Eh
* structure (SMILES): C#CC#CC=O
* highest occupied orbital energy: -9.96 eV
* ΔE to the lowest compared entry with this formula, charge and spin: 34.6 kcal/mol
* Kohn-Sham gap: 9.63 eV
* maximum force: 1.65 eV/Å